Entry 1:
Entry from the OMol25 dataset: 2 unconnected molecules or ions with the total composition C34H28BF9N2O at a distorted geometry (the ωB97M-V functional and the def2-TZVPD basis).

The geometry in XYZ format:
```
75
Properties=species:S:1:pos:R:3:mulliken_charge:R:1
C -9.12 1.17 -2.77 -1.129
C -7.94 0.31 -2.73 0.382
C -7.82 -1.07 -2.76 -0.490
C -6.41 -1.34 -2.70 -0.390
C -5.75 -0.13 -2.62 0.107
B -4.18 0.40 -2.67 0.345
F -3.43 -0.80 -2.68 -0.342
F -4.12 1.09 -3.88 -0.360
F -3.94 1.16 -1.53 -0.381
O -6.70 0.86 -2.64 -0.370
H -10.02 0.55 -2.79 0.296
H -9.16 1.81 -1.88 0.268
H -9.13 1.80 -3.68 0.264
H -8.63 -1.78 -2.82 0.381
H -5.98 -2.33 -2.73 0.423
F -0.84 2.66 6.79 -0.279
C -0.82 3.08 5.50 0.985
F -1.58 2.21 4.76 -0.262
F -1.47 4.30 5.45 -0.244
C 0.53 3.21 4.88 -0.975
N 0.33 3.64 3.49 0.565
C 0.71 4.97 3.20 -0.852
C 2.08 5.27 3.16 0.077
C 2.49 6.58 2.94 -0.769
C 1.53 7.60 2.84 -0.333
C 0.16 7.31 2.94 -0.832
C -0.26 5.99 3.12 0.062
C 0.13 2.73 2.48 1.469
C -0.47 3.16 1.26 -0.274
C -0.74 2.26 0.26 -1.205
C -0.29 0.91 0.35 0.673
C -0.51 -0.01 -0.70 -0.679
C 0.37 -1.08 -1.00 0.642
C -0.11 -2.20 -1.74 -1.411
C 0.68 -3.30 -1.96 -0.574
C 2.04 -3.31 -1.55 1.704
N 2.83 -4.41 -1.75 0.540
C 2.25 -5.73 -1.99 -1.035
C 1.97 -6.36 -0.66 1.007
F 1.32 -7.55 -0.71 -0.278
F 3.15 -6.55 0.02 -0.245
F 1.21 -5.50 0.11 -0.258
C 4.24 -4.31 -1.88 -0.807
C 5.06 -4.35 -0.74 0.193
C 6.45 -4.31 -0.88 -0.830
C 7.01 -4.20 -2.16 -0.343
C 6.20 -4.19 -3.30 -0.779
C 4.81 -4.30 -3.16 -0.074
C 2.58 -2.15 -0.94 -0.531
C 1.76 -1.09 -0.62 -0.991
C 0.38 0.52 1.55 -1.129
C 0.53 1.39 2.61 -0.643
H 1.06 4.02 5.40 0.392
H 1.05 2.25 4.95 0.356
H 2.78 4.45 3.29 0.391
H 3.55 6.80 2.86 0.374
H 1.85 8.63 2.67 0.382
H -0.58 8.10 2.89 0.381
H -1.31 5.72 3.21 0.484
H -0.74 4.21 1.15 0.460
H -1.27 2.56 -0.64 0.433
H -1.40 0.11 -1.32 0.417
H -1.13 -2.16 -2.11 0.616
H 0.28 -4.16 -2.49 0.248
H 1.31 -5.67 -2.55 0.381
H 3.00 -6.35 -2.49 0.396
H 4.58 -4.41 0.24 0.468
H 7.08 -4.37 0.00 0.375
H 8.10 -4.12 -2.27 0.382
H 6.63 -4.10 -4.30 0.383
H 4.14 -4.33 -4.02 0.420
H 3.64 -2.11 -0.69 0.484
H 2.17 -0.24 -0.08 0.619
H 0.79 -0.49 1.63 0.609
H 1.01 1.05 3.53 0.258
```

Kohn-Sham gap: 3.438 eV
Highest occupied orbital energy: -5.9052 eV

Entry 2:
Entry from the OMol25 dataset: 2 unconnected molecules or ions with the total composition C2H10NS at a distorted geometry (the ωB97M-V functional and the def2-TZVPD basis).

The geometry in XYZ format:
```
14
Properties=species:S:1:pos:R:3:mulliken_charge:R:1
C -1.97 0.48 -0.35 -0.830
S -1.58 1.12 1.24 -0.272
H -2.78 1.38 1.75 0.155
H -1.74 1.15 -1.18 0.387
H -3.00 0.21 -0.47 0.352
H -1.49 -0.43 -0.73 0.219
C 1.56 -0.95 -0.64 -0.531
N 1.63 -0.05 0.56 -0.286
H 1.14 0.85 0.45 0.287
H 1.06 -0.50 1.26 0.368
H 2.56 0.15 0.93 0.353
H 0.50 -1.04 -0.82 0.125
H 2.15 -1.83 -0.41 0.341
H 1.94 -0.54 -1.58 0.331
```

Net charge: +1
Kohn-Sham gap: 9.205 eV
Highest occupied orbital energy: -12.9454 eV
Energy relative to the best compared isomer or geometry (same formula, charge and spin): 0.9061 eV

Entry 3:
Entry from the OMol25 dataset: 3 unconnected molecules or ions with the total composition C4H12O2 at a distorted geometry (the ωB97M-V functional and the def2-TZVPD basis).

The geometry in XYZ format:
```
18
Properties=species:S:1:pos:R:3:mulliken_charge:R:1
C -1.19 0.87 0.52 -0.944
C 0.01 0.32 0.33 1.009
C 0.11 -0.90 -0.57 -1.580
C 1.29 0.91 0.88 -1.123
H -1.31 1.70 1.21 0.291
H -2.05 0.42 0.04 0.289
H 1.05 -1.00 -1.10 0.324
H -0.83 -0.91 -1.12 0.342
H 0.21 -1.83 -0.01 0.466
H 1.05 1.41 1.84 0.359
H 1.79 1.55 0.17 0.267
H 1.87 0.15 1.44 0.329
O 0.84 1.90 -2.42 -0.622
H 0.33 2.39 -1.72 0.312
H 0.19 2.02 -3.12 0.294
O -1.30 -3.29 0.91 -0.655
H -0.69 -3.38 1.65 0.334
H -1.38 -2.33 1.06 0.308
```

Kohn-Sham gap: 10.105 eV
Highest occupied orbital energy: -9.4496 eV
Energy relative to the best compared isomer or geometry (same formula, charge and spin): 1.2495 eV
Structure (SMILES): C=C(C)C.O.O

Entry 4:
Entry from the OMol25 dataset: a gas-phase ion, C9H10N3O2 (charge -1) at a distorted geometry (the ωB97M-V functional and the def2-TZVPD basis).

The geometry in XYZ format:
```
24
Properties=species:S:1:pos:R:3:mulliken_charge:R:1
C 0.84 -3.08 0.17 -0.279
C 0.35 -2.75 -1.11 -0.868
C 0.88 -1.92 0.92 -0.673
C 0.24 -1.36 -1.15 -0.039
C -1.87 0.59 -1.13 -0.595
C -3.76 -0.55 0.10 0.241
C -2.32 -0.09 -0.10 0.503
C 0.23 0.36 0.55 -0.085
C 0.24 2.79 0.44 -0.923
N -0.94 1.60 -1.05 -1.033
N 0.51 -0.85 0.06 0.337
N -0.06 1.52 -0.05 0.918
O -4.07 -0.32 1.32 -0.753
O -4.35 -1.04 -0.82 -0.687
H 1.03 -4.11 0.47 0.382
H 0.30 -3.52 -1.90 0.349
H 1.55 -1.59 1.72 0.266
H 0.20 -0.64 -1.93 0.513
H -2.26 0.50 -2.16 0.404
H -1.85 -0.12 0.98 0.223
H 0.66 0.65 1.56 -0.089
H 0.55 2.73 1.53 0.297
H 1.11 3.18 -0.13 0.324
H -0.61 3.59 0.32 0.269
```

Net charge: -1
Kohn-Sham gap (spin up / spin down): 6.547 / 6.559 eV
Highest occupied orbital energy (spin up / spin down): -3.4095 / -3.4219 eV
Energy relative to the best compared isomer or geometry (same formula, charge and spin): 2.5108 eV

Entry 5:
Entry from the OMol25 dataset: a single C19H34Cl2N2O2 molecule at a distorted geometry (the ωB97M-V functional and the def2-TZVPD basis).

The geometry in XYZ format:
```
59
Properties=species:S:1:pos:R:3:mulliken_charge:R:1
C 4.86 -1.13 0.83 -0.931
C 3.58 -1.01 1.86 -0.596
C 2.10 -1.05 1.08 0.989
C 1.21 -2.18 1.85 -0.951
C -0.33 -2.34 1.36 -0.733
C -0.65 -2.12 -0.22 0.900
C 0.20 -2.90 -1.38 -0.643
Cl 1.79 -3.88 -1.07 -0.183
C -0.24 -2.94 -2.83 0.223
C 0.65 -3.75 -4.00 -0.976
Cl -1.76 -2.08 -3.48 -0.186
N -2.03 -2.83 -0.32 -0.175
C -3.13 -1.89 0.14 0.076
O -4.27 -2.25 0.73 -0.668
C -2.53 -0.44 -0.35 0.429
C -3.38 0.79 0.31 -0.737
C -2.55 1.85 1.23 0.067
C -3.00 3.41 1.01 -0.474
N -3.15 3.85 -0.42 -0.653
C -0.91 -0.47 -0.38 0.447
C -0.05 0.35 -1.50 -0.679
C 0.17 1.94 -1.21 0.065
C 1.51 2.29 -0.28 -0.323
O 1.16 2.57 1.12 -0.306
C 1.06 4.01 1.39 -0.493
H 5.83 -0.92 1.47 0.337
H 4.98 -2.21 0.38 0.212
H 4.78 -0.28 0.01 0.233
H 3.63 -1.95 2.56 0.304
H 3.67 -0.06 2.58 0.292
H 2.25 -1.23 -0.07 0.091
H 1.61 0.00 1.34 -0.509
H 1.18 -1.86 3.00 0.287
H 1.80 -3.21 1.84 0.317
H -1.02 -1.66 2.07 0.253
H -0.66 -3.46 1.63 0.322
H 1.52 -3.06 -4.39 0.254
H 1.01 -4.81 -3.64 0.312
H -0.08 -3.96 -4.92 0.320
H -2.05 -3.82 0.00 0.319
H -2.90 -0.41 -1.49 0.154
H -4.24 0.34 0.99 0.254
H -3.96 1.34 -0.58 0.338
H -1.39 1.80 1.16 -0.205
H -2.82 1.59 2.37 0.376
H -4.03 3.55 1.55 0.283
H -2.25 4.18 1.53 0.128
H -2.84 3.13 -1.11 0.282
H -2.54 4.70 -0.65 0.272
H -0.47 -0.10 0.64 -0.169
H 1.04 -0.14 -1.52 0.151
H -0.45 0.26 -2.60 0.373
H -0.77 2.52 -0.80 -0.408
H 0.41 2.44 -2.27 0.365
H 2.10 3.15 -0.82 0.460
H 2.21 1.33 -0.36 -0.063
H -0.05 4.36 1.64 0.041
H 1.54 4.71 0.59 0.303
H 1.68 4.20 2.40 0.233
```

Kohn-Sham gap: 9.326 eV
Highest occupied orbital energy: -9.0121 eV
Structure (SMILES): CCCCC[C@@]1(/C(Cl)=C(/C)Cl)NC(=O)[C@@H](CCCN)[C@@H]1CCCOC

Entry 6:
Entry from the OMol25 dataset: a single C3H8O2 molecule at a distorted geometry (the ωB97M-V functional and the def2-TZVPD basis).

The geometry in XYZ format:
```
13
Properties=species:S:1:pos:R:3:mulliken_charge:R:1
C 0.45 -1.32 -1.02 -1.268
C 0.51 -0.02 -0.18 0.444
O 0.17 1.09 -0.98 -0.596
C -0.47 0.19 1.02 -0.391
O -0.58 1.64 1.29 -0.622
H -0.55 -1.58 -1.37 0.337
H 0.87 -2.20 -0.51 0.349
H 1.07 -1.18 -1.92 0.307
H 1.56 0.05 0.16 0.150
H -0.04 1.75 -0.26 0.422
H -1.44 -0.24 0.74 0.278
H -0.13 -0.19 1.98 0.261
H -1.44 2.01 1.05 0.329
```

Kohn-Sham gap: 10.677 eV
Highest occupied orbital energy: -9.8576 eV
Energy relative to the best compared isomer or geometry (same formula, charge and spin): 1.1754 eV
Structure (SMILES): C[C@@H](O)CO